1.
Below is a cluster of 7 separate species, C5H25NO7 in total at a distorted geometry, with properties calculated with the ωB97M-V functional and the def2-TZVPD basis.

Each line ends with the Mulliken charge.
CARTESIAN COORDINATES (ANGSTROEM)
C 0.5150 -4.0832 -0.2360  -1.062
C 0.6498 -2.7288 0.8181  0.133
C 1.7284 -1.8182 0.2373  -0.600
C 0.9298 -1.0003 -0.9376  -0.183
N 0.7743 0.3948 -0.6491  -0.217
C -0.3509 0.8512 -1.4935  -0.212
O -0.2749 2.2858 -1.6247  -0.486
H 1.3941 -3.9123 -0.8415  0.282
H -0.4337 -4.1075 -0.7315  0.316
H 0.7395 -4.9708 0.2647  0.391
H -0.3436 -2.2974 1.0102  -0.619
H 1.0521 -3.2415 1.6810  0.518
H 2.6847 -2.2486 -0.2016  0.341
H 2.1008 -1.0903 1.0770  0.135
H 1.3927 -1.1364 -1.9247  0.391
H 0.0087 -1.6878 -1.0229  0.131
H 0.6963 0.6442 0.2696  0.129
H -0.3547 0.4374 -2.5609  0.248
H -1.4145 0.8878 -1.2266  0.229
H 0.5739 2.4666 -1.9811  0.244
O 0.2922 0.5068 2.8945  -0.598
H 1.2129 0.7866 2.5338  0.267
H -0.1109 1.3818 3.1659  0.325
O -2.5391 -0.8435 0.9238  -0.661
H -1.9102 -1.3819 1.4603  0.276
H -2.4606 -0.9549 -0.0502  0.327
O -3.0764 -0.8207 -2.9109  -0.633
H -3.5965 -0.0661 -3.2769  0.325
H -2.6189 -1.3617 -3.6129  0.320
O 3.5274 2.6825 2.1503  -0.642
H 2.6062 2.5947 1.7507  0.296
H 3.8743 1.8682 1.7384  0.331
O -2.3301 3.9383 -0.9964  -0.642
H -1.4450 3.5692 -0.8093  0.246
H -2.9690 3.4160 -0.3245  0.343
O 0.1016 3.4295 1.8830  -0.586
H -0.1492 4.2098 2.4453  0.281
H -0.4769 3.4011 1.1092  0.317

Calculated values
E_tot   -21410.29789 eV
HOMO-LUMO gap   9.78 eV
Structure (SMILES)   CCCCNCO.O.O.O.O.O.O
ΔE to the lowest compared entry with this formula, charge and spin   74.82 kcal per mole
Lowest unoccupied orbital energy   0.29 eV
Total charge   0

---

2.
Below is a structure of composition C10H36B2F3HgNO6S at a distorted geometry, with properties calculated with the ωB97M-V functional and the def2-TZVPD basis.

Each line ends with the Mulliken charge.
CARTESIAN COORDINATES (ANGSTROEM)
Hg -0.8175 -1.7316 0.0160  1.626
N 1.1286 0.4304 3.5906  0.003
H 0.7126 0.5742 2.6815  -0.071
H 0.9748 -0.5495 3.7812  0.354
H 0.8164 1.0743 4.3034  0.420
H 2.1290 0.5691 3.5910  0.408
B -0.4363 0.1683 1.3077  1.974
H -0.3118 1.1422 1.7552  -0.883
H 0.5002 -0.3513 1.4393  -0.655
H -1.2248 -0.4696 1.6758  -0.056
H -0.5569 0.2563 0.2391  -0.753
B -3.2078 -2.0669 0.1117  0.550
H -2.6508 -2.7654 0.7168  -0.249
H -4.2293 -1.9756 0.4470  -0.115
H -2.8017 -1.0673 0.1040  -0.374
H -3.2756 -2.3633 -0.9236  -0.290
C 1.1399 -4.9529 3.1091  0.530
F 1.8523 -5.0146 4.2554  -0.224
F 1.9818 -5.0698 2.1359  -0.206
F 0.3761 -6.0924 3.1032  -0.229
S 0.1469 -3.2315 3.1356  1.138
O -0.8787 -3.3815 4.1970  -0.680
O 1.0994 -2.1931 3.5015  -0.945
O -0.3764 -3.0291 1.7767  -0.843
C -1.6065 3.6840 -0.6691  -1.040
C -0.4238 3.9940 0.3514  0.837
C 0.0005 5.4502 0.1506  -1.457
O -0.8242 3.6644 1.6915  -0.686
H -2.4219 4.3969 -0.5464  0.473
H -2.0855 2.7120 -0.5511  0.071
H -1.2662 3.6980 -1.7046  0.318
H 0.4101 3.3403 0.0955  -0.048
H 0.3073 5.5900 -0.8860  0.352
H 0.8255 5.7880 0.7777  0.369
H -0.9164 6.0384 0.1895  0.351
H -0.7153 2.7106 1.6857  0.012
C -0.5506 0.4630 -4.2863  -1.411
C -1.2135 0.6113 -2.8042  0.625
C -2.6959 0.8101 -2.9413  -1.656
O -1.1720 -0.5654 -2.0440  -0.464
H -1.2409 0.1270 -5.0601  0.323
H 0.2605 -0.2336 -4.0745  0.331
H -0.1497 1.4501 -4.5165  0.396
H -0.7401 1.4430 -2.2824  0.098
H -2.9142 1.7541 -3.4405  0.436
H -3.2700 0.8180 -2.0148  0.309
H -3.1036 0.1644 -3.7190  0.575
H -1.7487 -1.1844 -2.4976  0.248
C 3.7467 -2.0589 -1.4473  -1.893
C 2.7473 -1.3899 -0.5367  0.744
C 2.6388 0.1243 -0.5373  -0.649
O 1.5448 -1.8592 -0.9230  -0.289
H 4.7455 -1.7053 -1.1912  0.406
H 3.5730 -1.6385 -2.4379  0.443
H 3.7901 -3.1479 -1.4348  0.480
H 2.9580 -1.8338 0.4362  0.145
H 2.0016 0.3540 0.3167  0.050
H 2.1371 0.4865 -1.4346  0.147
H 3.5505 0.6838 -0.3277  0.494
H 1.7313 -2.6486 -1.4366  0.130

Calculated values
E_tot   -49235.79222 eV
HOMO-LUMO gap   9.40 eV
ΔE to the lowest compared entry with this formula, charge and spin   86.05 kcal per mole
Lowest unoccupied orbital energy   -0.46 eV
Total charge   0

---

3.
Below is a cluster of 2 separate species, C6H12O in total at a distorted geometry, with properties calculated with the ωB97M-V functional and the def2-TZVPD basis.

Each line ends with the Mulliken charge.
CARTESIAN COORDINATES (ANGSTROEM)
C 2.5458 -0.1393 0.4428  -1.320
C 1.5775 0.6569 -0.3658  -0.257
C 0.2370 0.5077 0.2616  -0.557
C -0.9835 0.7603 -0.5457  -0.448
C -2.1375 -0.0002 0.0258  -0.644
C -1.8609 -1.4493 0.0135  -0.103
O -1.0882 -1.9905 -0.7479  -0.435
H 2.5573 0.1624 1.4925  0.307
H 2.2495 -1.1753 0.3957  0.338
H 3.5275 -0.0411 0.0071  0.402
H 1.9120 1.6927 -0.3591  0.277
H 1.5804 0.3421 -1.4117  0.295
H 0.2047 0.9516 1.2570  0.330
H -1.2572 1.8086 -0.5096  0.386
H -0.8458 0.4604 -1.5894  0.264
H -3.0030 0.1610 -0.6164  0.382
H -2.4225 0.2781 1.0410  0.301
H -0.1019 -0.9763 0.7501  0.162
H -2.6911 -2.0098 0.4583  0.319

Calculated values
E_tot   -8461.36884 eV
HOMO-LUMO gap   10.15 eV
ΔE to the lowest compared entry with this formula, charge and spin   68.84 kcal per mole
Lowest unoccupied orbital energy   0.87 eV
Total charge   0

---

4.
Below is a cluster of 13 separate species, C33H92O13 in total at a distorted geometry, with properties calculated with the ωB97M-V functional and the def2-TZVPD basis.

Each line ends with the Mulliken charge.
CARTESIAN COORDINATES (ANGSTROEM)
C 8.5095 15.3512 8.9134  -1.077
C 8.4994 15.4341 10.4292  0.550
C 9.2630 14.2439 11.0264  0.449
O 9.0457 16.6455 10.8478  -0.596
H 9.4739 15.6338 8.4913  0.064
H 7.7789 16.0433 8.4946  0.420
H 8.2973 14.3233 8.6191  0.238
H 7.4602 15.3104 10.7341  0.216
H 9.6679 14.4427 12.0186  -0.229
H 10.1129 14.0310 10.3779  -0.266
H 8.7006 13.3114 11.0746  -0.127
H 9.2243 16.6182 11.7906  0.348
C 15.8848 15.6845 11.6173  -1.337
C 14.5441 15.7569 10.8258  0.869
C 13.6088 14.6289 11.2431  1.234
O 13.9495 16.9872 10.9954  -0.633
H 16.2662 14.6699 11.5020  0.111
H 15.7309 15.8868 12.6773  0.365
H 16.6045 16.4309 11.2813  0.453
H 14.8385 15.7119 9.7772  -0.236
H 12.6101 14.6455 10.8069  -0.385
H 13.5003 14.6563 12.3273  0.014
H 14.0100 13.6455 10.9980  -0.727
H 13.2107 17.0587 10.3866  0.331
C 12.0285 8.9724 6.8657  -1.400
C 12.1032 7.8431 7.9079  1.625
C 12.2018 6.4947 7.2185  -1.731
O 13.2299 8.2113 8.6768  -0.522
H 11.2669 8.8140 6.1022  0.437
H 12.9395 9.1779 6.3036  0.338
H 11.8415 9.9329 7.3458  0.205
H 11.2689 7.8789 8.6085  -0.391
H 11.3041 6.2601 6.6466  0.361
H 12.4047 5.6862 7.9210  0.401
H 13.0946 6.4263 6.5970  0.404
H 13.0439 9.1095 8.9601  0.145
C 7.1198 10.4582 10.4642  -1.096
C 7.8688 10.4377 9.1248  1.198
C 8.7565 9.1990 8.9261  -1.294
O 6.9632 10.5903 8.0516  -0.660
H 6.3838 11.2526 10.5876  0.520
H 7.8759 10.5605 11.2427  -0.080
H 6.5608 9.5359 10.6222  0.450
H 8.4876 11.3320 9.0504  -0.278
H 9.3559 9.2100 8.0158  0.239
H 8.1179 8.3439 8.7046  0.605
H 9.3806 8.9756 9.7914  0.043
H 6.4561 11.3716 8.2839  0.398
C 16.0430 12.4276 6.4364  -1.694
C 15.5940 11.7959 7.7533  1.208
C 16.7631 11.4647 8.7283  -1.259
O 14.6657 12.6150 8.4170  -0.096
H 16.6153 11.7433 5.8100  0.439
H 16.6993 13.2855 6.5828  0.344
H 15.2092 12.7583 5.8171  0.390
H 15.0315 10.8969 7.5013  -0.134
H 17.2228 12.3643 9.1377  0.301
H 17.5047 10.9141 8.1496  0.502
H 16.5638 10.8574 9.6113  -0.057
H 14.0299 12.9609 7.7863  -0.110
C 15.8770 11.8511 12.3813  -0.467
C 15.9909 10.3531 12.5148  1.036
C 17.4120 9.9277 12.4114  -1.578
O 15.6386 10.0087 13.8326  -0.621
H 16.5149 12.3315 13.1232  0.471
H 14.8269 12.0969 12.5395  0.000
H 16.2043 12.2822 11.4352  -0.151
H 15.3022 9.8481 11.8375  -0.237
H 17.6744 10.0351 11.3589  0.369
H 17.4555 8.8568 12.6100  0.413
H 18.1319 10.4177 13.0670  0.346
H 16.0723 10.6534 14.3965  0.391
C 12.1283 13.5530 15.3173  -1.005
C 13.2636 14.0966 16.2291  0.422
C 14.5611 14.2103 15.4801  -1.070
O 12.8642 15.4190 16.6030  -0.592
H 11.8589 14.1916 14.4760  0.371
H 11.2459 13.2082 15.8562  0.621
H 12.5155 12.7128 14.7409  0.054
H 13.4496 13.4848 17.1118  0.185
H 14.4776 14.8816 14.6254  0.080
H 14.9421 13.2894 15.0387  0.169
H 15.3573 14.6612 16.0723  0.454
H 12.0104 15.4436 17.0411  0.333
C 13.5724 15.7823 7.1414  -1.106
C 12.5015 14.7410 7.5437  0.290
O 12.6753 13.5583 6.7953  -0.678
H 13.4709 16.7483 7.6359  0.337
H 13.7241 15.8168 6.0626  0.353
H 14.4648 15.3247 7.5684  0.134
H 11.5166 15.1847 7.3985  0.525
H 12.5900 14.5082 8.6049  -0.384
H 12.0757 13.6341 6.0494  0.350
C 13.7721 6.6913 11.4814  -1.523
C 12.6760 7.6791 11.7185  1.273
O 11.9864 7.5262 12.9302  -0.635
H 13.4724 5.6981 11.8160  0.433
H 14.5936 6.9121 12.1629  0.320
H 14.0870 6.5901 10.4429  0.297
H 11.9080 7.6831 10.9450  -0.188
H 13.0952 8.6852 11.7378  -0.310
H 12.6508 7.6763 13.6067  0.282
C 6.9092 8.5761 13.6412  -1.286
C 8.1003 7.8594 13.0941  -0.104
O 9.2836 8.5407 13.3154  -0.059
H 6.7467 9.5577 13.1959  0.106
H 6.9767 8.7087 14.7210  0.432
H 6.0953 7.8758 13.4538  0.412
H 8.0100 7.8398 12.0080  0.237
H 8.1220 6.8283 13.4468  0.446
H 10.0210 8.0668 12.9238  0.019
C 11.3567 10.0947 15.6999  -0.311
C 10.6890 8.8168 16.3796  -0.469
O 9.3130 8.9999 16.1766  -0.500
H 11.0420 10.2423 14.6668  -0.275
H 12.4393 9.9698 15.6776  0.413
H 11.1923 11.0031 16.2793  0.239
H 10.9494 8.9480 17.4299  0.401
H 11.0992 7.9759 15.8205  0.176
H 9.2216 8.8779 15.2288  0.149
C 8.6349 12.6913 14.1328  -0.428
C 7.7582 12.2117 15.3000  -0.197
O 6.7245 13.1031 15.5129  -0.564
H 9.4029 11.9303 13.9944  -0.020
H 9.1063 13.6741 14.1375  0.337
H 8.1091 12.5844 13.1840  0.308
H 8.3388 12.1279 16.2187  0.289
H 7.4082 11.1895 15.1564  -0.026
H 6.0440 12.6301 15.9974  0.332
C 11.4660 11.5047 11.5446  1.021
C 11.6815 11.5558 9.9856  1.772
O 12.9034 10.8610 9.6985  1.121
H 11.1761 10.4990 11.8487  -0.148
H 10.6429 12.1126 11.9202  -0.305
H 12.4120 11.7895 12.0051  -0.871
H 11.8442 12.5827 9.6583  -0.996
H 10.8358 11.1362 9.4408  -0.761
H 13.4915 11.5722 9.4338  -0.449

Calculated values
E_tot   -62327.72352 eV
HOMO-LUMO gap   9.68 eV
ΔE to the lowest compared entry with this formula, charge and spin   21.74 kcal per mole
Lowest unoccupied orbital energy   0.22 eV
Total charge   0